(1)
The following is a DFT calculation (ωB97M-V with the def2-TZVPD basis set) of a structure of composition C28H33N7O6PPd.

Geometry (Å):
Pd (-0.28, -0.44, 0.32)
O (-2.19, 1.02, -0.02)
N (-2.09, 2.22, -0.05)
N (-0.79, 2.65, 0.18)
O (0.12, 1.83, 0.40)
C (-0.52, 4.05, 0.10)
C (0.81, 4.45, 0.13)
C (1.09, 5.80, 0.07)
C (0.06, 6.72, -0.01)
C (-1.27, 6.31, -0.02)
C (-1.58, 4.96, 0.03)
H (1.60, 3.71, 0.19)
H (2.12, 6.12, 0.08)
H (0.29, 7.78, -0.05)
H (-2.06, 7.04, -0.07)
H (-2.60, 4.63, 0.02)
C (0.46, 0.80, -2.72)
N (-0.03, -0.37, -1.98)
C (-0.32, -1.47, -2.56)
C (-0.78, -2.56, -1.76)
C (-1.20, -3.87, -2.16)
C (-1.57, -4.51, -1.01)
C (-1.35, -3.55, 0.07)
N (-0.88, -2.42, -0.39)
C (0.64, 0.61, -4.19)
C (-0.43, 0.82, -5.07)
C (-0.27, 0.60, -6.43)
C (0.96, 0.17, -6.92)
C (2.02, -0.03, -6.06)
C (1.86, 0.18, -4.70)
H (1.40, 1.09, -2.24)
H (-0.26, 1.61, -2.51)
H (-0.23, -1.59, -3.64)
H (-1.22, -4.25, -3.16)
H (-1.94, -5.51, -0.89)
H (-1.54, -3.69, 1.13)
H (-1.38, 1.16, -4.69)
H (-1.09, 0.77, -7.11)
H (1.09, 0.00, -7.98)
H (2.98, -0.35, -6.44)
H (2.69, 0.04, -4.02)
N (3.24, -1.10, -1.38)
C (2.68, -0.61, -0.24)
O (1.78, -1.32, 0.34)
C (3.06, 0.65, 0.24)
C (2.55, 1.10, 1.47)
N (2.10, 1.45, 2.48)
C (3.93, 1.46, -0.54)
N (4.61, 2.07, -1.24)
H (4.12, -0.72, -1.69)
H (3.08, -2.08, -1.54)
C (1.22, -2.94, 4.13)
C (1.43, -1.53, 3.65)
O (0.21, -0.76, 3.81)
P (-0.86, -0.58, 2.66)
O (-1.89, -1.79, 2.75)
C (-2.58, -2.11, 3.99)
C (-3.18, -3.49, 3.84)
O (-1.72, 0.62, 3.24)
C (-1.07, 1.84, 3.71)
C (-2.07, 2.97, 3.62)
H (2.16, -3.50, 4.06)
H (0.47, -3.46, 3.53)
H (0.90, -2.96, 5.17)
H (1.74, -1.49, 2.60)
H (2.17, -1.00, 4.24)
H (-3.34, -1.35, 4.15)
H (-1.86, -2.08, 4.81)
H (-3.88, -3.52, 3.00)
H (-3.72, -3.75, 4.74)
H (-2.40, -4.24, 3.68)
H (-0.17, 2.02, 3.13)
H (-0.76, 1.66, 4.74)
H (-2.40, 3.11, 2.59)
H (-1.61, 3.89, 3.96)
H (-2.94, 2.77, 4.23)

Computed properties:
Multiplicity ... 5
Charge ... +1
Orbital gap (alpha / beta) ... 6.93 / 4.88 eV
Energy relative to the best compared isomer or geometry (same formula, charge and spin) ... 0.116 eV

---

(2)
The following is a DFT calculation (ωB97M-V with the def2-TZVPD basis set) of a structure of composition C28H34AuBClN11O.

Geometry (Å):
Au (1.06, 0.45, -0.53)
C (1.18, 3.90, 2.03)
C (1.94, 2.86, 1.49)
N (1.41, 2.47, 0.33)
N (0.30, 3.22, 0.11)
C (0.15, 4.08, 1.13)
B (-0.63, 2.98, -1.14)
N (0.34, 2.55, -2.30)
C (0.60, 3.10, -3.50)
C (1.47, 2.26, -4.19)
C (1.71, 1.19, -3.35)
N (0.99, 1.39, -2.23)
N (-1.54, 1.70, -0.91)
C (-2.87, 1.55, -0.90)
C (-3.18, 0.22, -0.64)
C (-1.97, -0.42, -0.49)
N (-0.99, 0.49, -0.63)
N (-1.38, 4.19, -1.52)
C (-0.99, 5.50, -1.48)
C (-1.88, 6.22, -2.22)
C (-2.79, 5.26, -2.71)
N (-2.50, 4.05, -2.29)
H (1.36, 4.45, 2.93)
H (2.84, 2.40, 1.86)
H (-0.67, 4.79, 1.14)
H (0.13, 4.02, -3.78)
H (1.86, 2.40, -5.18)
H (2.31, 0.30, -3.50)
H (-3.50, 2.40, -1.11)
H (-4.16, -0.21, -0.57)
H (-1.74, -1.45, -0.29)
H (-0.10, 5.82, -0.96)
H (-1.88, 7.28, -2.39)
H (-3.66, 5.42, -3.33)
C (4.45, -0.52, 3.69)
C (3.99, -0.96, 5.10)
C (4.17, -2.47, 5.20)
C (4.94, -0.28, 6.09)
C (2.51, -0.53, 5.39)
O (2.27, 0.78, 4.86)
C (2.10, -0.45, 6.89)
C (1.72, -1.70, 7.71)
C (2.78, -2.46, 8.45)
C (2.80, -3.88, 8.42)
C (3.69, -4.58, 9.17)
C (4.61, -3.87, 10.00)
Cl (5.70, -4.71, 10.93)
C (4.60, -2.44, 10.05)
C (3.70, -1.76, 9.29)
C (1.42, -1.37, 4.70)
N (1.40, -1.28, 3.23)
C (1.08, -0.24, 2.47)
N (1.17, -0.63, 1.20)
C (1.57, -1.94, 1.25)
N (1.71, -2.35, 2.48)
H (5.47, -0.87, 3.54)
H (4.45, 0.56, 3.59)
H (3.85, -0.96, 2.89)
H (5.23, -2.72, 5.12)
H (3.65, -3.01, 4.41)
H (3.83, -2.87, 6.16)
H (5.97, -0.43, 5.76)
H (4.86, -0.69, 7.10)
H (4.79, 0.80, 6.15)
H (2.82, 1.42, 5.34)
H (1.20, 0.17, 6.87)
H (2.84, 0.14, 7.43)
H (1.09, -2.39, 7.15)
H (1.07, -1.33, 8.52)
H (2.09, -4.40, 7.80)
H (3.72, -5.66, 9.17)
H (5.29, -1.93, 10.71)
H (3.65, -0.69, 9.34)
H (0.45, -1.04, 5.05)
H (1.53, -2.43, 4.90)
H (0.78, 0.72, 2.84)
H (1.72, -2.57, 0.39)

Computed properties:
Multiplicity ... 2
Charge ... +3
Orbital gap (alpha / beta) ... 4.69 / 4.59 eV
Energy relative to the best compared isomer or geometry (same formula, charge and spin) ... 0.102 eV

---

(3)
The following is a DFT calculation (ωB97M-V with the def2-TZVPD basis set) of a structure of composition C28H34Br2N6OPt in a non-equilibrium geometry.

Geometry (Å):
Pt (0.38, 0.26, -0.18)
N (2.34, 2.68, -1.74)
C (3.07, 1.74, -1.17)
N (4.36, 1.96, -1.02)
C (5.08, 1.01, -0.43)
N (6.36, 1.22, -0.19)
N (4.56, -0.19, -0.06)
C (3.28, -0.35, -0.27)
N (2.45, 0.58, -0.78)
C (2.71, -1.67, 0.03)
C (3.53, -2.75, 0.30)
C (2.96, -4.00, 0.49)
C (1.58, -4.13, 0.37)
C (0.83, -2.99, 0.12)
N (1.38, -1.79, -0.04)
H (2.78, 3.56, -1.98)
H (1.35, 2.57, -1.85)
H (6.80, 2.07, -0.50)
H (6.92, 0.49, 0.20)
H (4.60, -2.59, 0.37)
H (3.58, -4.86, 0.70)
H (1.09, -5.08, 0.47)
H (-0.24, -3.05, 0.05)
Br (1.41, 0.45, 2.80)
C (2.37, 2.00, 3.46)
Br (3.35, 2.88, 2.06)
H (3.08, 1.65, 4.19)
H (1.65, 2.68, 3.90)
C (-3.18, -0.34, 2.68)
C (-2.83, -1.82, 2.44)
C (-1.36, -2.09, 2.80)
C (-3.20, -2.24, 1.05)
C (-4.18, -3.16, 0.84)
C (-4.59, -3.52, -0.45)
C (-4.02, -2.93, -1.59)
C (-3.01, -2.01, -1.51)
C (-2.39, -1.51, -2.79)
C (-1.22, -2.44, -3.17)
C (-1.96, -0.05, -2.82)
C (-2.54, -1.63, -0.15)
O (-1.61, -0.85, 0.01)
H (-2.91, -0.06, 3.70)
H (-4.25, -0.16, 2.55)
H (-2.64, 0.29, 1.99)
H (-3.45, -2.42, 3.12)
H (-0.70, -1.43, 2.24)
H (-1.08, -3.13, 2.59)
H (-1.21, -1.91, 3.86)
H (-4.65, -3.63, 1.69)
H (-5.37, -4.26, -0.58)
H (-4.39, -3.21, -2.57)
H (-3.17, -1.64, -3.55)
H (-0.39, -2.31, -2.47)
H (-0.88, -2.19, -4.17)
H (-1.52, -3.49, -3.16)
H (-1.01, 0.11, -2.31)
H (-2.72, 0.60, -2.39)
H (-1.82, 0.25, -3.86)
C (-0.99, 1.94, 0.14)
C (-0.51, 3.29, -0.11)
C (-0.17, 4.14, 0.96)
C (0.15, 5.46, 0.75)
C (0.19, 5.97, -0.55)
C (-0.14, 5.15, -1.62)
C (-0.49, 3.84, -1.41)
H (-1.74, 1.62, -0.58)
H (-1.27, 1.77, 1.17)
H (-0.21, 3.74, 1.96)
H (0.37, 6.11, 1.59)
H (0.46, 7.00, -0.72)
H (-0.15, 5.56, -2.62)
H (-0.81, 3.21, -2.24)

Computed properties:
Charge ... +2
Orbital gap (alpha / beta) ... 3.00 / 3.01 eV
Energy relative to the best compared isomer or geometry (same formula, charge and spin) ... 1.987 eV